Molecular formula: C5H6BrNS
Method: DFT, ωB97M-V/def2-TZVPD

Cartesian coordinates (Å):
1 Br 1.41 0.21 2.54
2 S -0.83 0.77 -1.27
3 N 1.57 0.51 -0.44
4 C 1.59 0.69 -1.81
5 C 0.39 0.44 -0.03
6 C 0.40 0.60 -2.42
7 C 0.05 0.52 1.33
8 C -1.57 -1.36 1.63
9 H -1.90 -1.22 2.56
10 H -1.04 -2.24 1.59
11 H -2.12 -1.11 0.62
12 H -0.81 1.04 1.56
13 H 2.50 0.49 -2.29
14 H 0.34 0.68 -3.57

Its LUMO energy (alpha / beta) is -0.6 / 0.0 eV. As for the net charge: 0. The relative energy (zero: lowest compared OMol25 entry of this formula, charge and spin) comes out at 388.9 kJ/mol.


Molecular formula: C36H65F15O18
Method: DFT, ωB97M-V/def2-TZVPD

Cartesian coordinates (Å):
1 F 0.09 -7.13 3.30
2 F 6.38 3.79 4.07
3 F -6.10 0.92 2.22
4 F -3.57 -4.24 -3.43
5 F -1.49 -4.71 -3.98
6 F -6.86 -0.21 3.89
7 F 6.89 1.67 4.28
8 F 3.41 2.27 -6.41
9 F -2.33 -5.68 -2.32
10 F -1.19 -5.38 3.21
11 F 1.99 3.58 -7.47
12 F 7.16 2.76 2.30
13 F -6.86 1.91 4.00
14 F -0.46 -6.19 1.40
15 F 2.19 1.55 -8.15
16 O 2.07 -5.32 1.85
17 O -0.41 -0.13 3.56
18 O 0.04 4.30 -1.02
19 O 4.36 0.14 -1.57
20 O 4.63 0.98 3.06
21 O -4.84 0.51 5.44
22 O -2.34 -1.05 -4.08
23 O -3.36 0.28 -0.99
24 O 1.41 0.70 -5.49
25 O 0.84 -1.45 1.01
26 O -3.73 0.97 3.54
27 O -0.67 -2.90 -2.22
28 O 0.12 2.49 -5.93
29 O -2.61 -3.16 -1.08
30 O -3.00 4.26 -1.62
31 O 5.78 -2.79 -1.98
32 O 0.89 -3.97 3.37
33 O 4.19 3.15 2.60
34 C -0.78 5.27 -1.63
35 C -3.70 0.17 -2.36
36 C 2.69 -3.15 4.67
37 C -0.52 0.21 2.18
38 C 4.52 -3.45 -2.06
39 C 1.11 1.83 -6.02
40 C 0.73 0.37 -4.28
41 C 6.37 2.57 3.47
42 C -2.10 -2.32 0.02
43 C 4.95 2.16 3.00
44 C 1.97 -2.96 3.33
45 C -1.77 -3.34 -2.07
46 C -0.33 3.06 -1.42
47 C 1.42 -0.84 -3.73
48 C -4.56 0.21 -0.26
49 C -4.73 0.81 4.14
50 C -2.34 -4.48 -3.02
51 C 2.21 2.36 -7.01
52 C 4.34 1.39 -2.15
53 C 2.78 2.74 2.29
54 C 5.65 -0.36 -1.29
55 C -6.18 0.89 3.54
56 C -3.12 4.14 -3.06
57 C 0.67 -0.06 1.34
58 C 1.16 -5.03 2.58
59 C -3.66 0.59 6.28
60 C -3.18 -2.35 1.16
61 C -2.26 5.35 -1.12
62 C -0.12 -5.97 2.64
63 C -1.15 -1.27 3.93
64 C -3.35 -1.41 -4.93
65 C 2.25 3.84 1.40
66 C -3.29 2.05 6.56
67 C 5.79 -1.88 -0.89
68 C 2.04 -1.73 0.28
69 C -2.59 0.21 -3.41
70 H 5.07 -2.10 -0.13
71 H 0.20 2.30 -0.77
72 H 3.39 -4.03 4.73
73 H -5.30 0.96 -0.63
74 H -2.88 -1.94 -5.75
75 H 2.31 -1.07 -0.52
76 H 3.28 1.86 -1.95
77 H 1.37 -2.03 3.31
78 H 2.93 -1.52 0.91
79 H -1.66 0.43 -2.93
80 H 3.67 -2.73 -2.12
81 H -2.77 6.24 -1.28
82 H 2.67 1.72 1.94
83 H 2.25 2.73 3.20
84 H 0.53 0.46 0.37
85 H -0.11 2.87 -2.53
86 H -3.85 -0.55 -5.42
87 H 4.36 -4.10 -1.22
88 H 4.55 -4.09 -2.96
89 H 6.85 -1.87 -0.44
90 H -2.47 3.36 -3.42
91 H -0.95 -2.18 3.41
92 H -0.73 1.24 2.15
93 H -2.26 -1.18 3.84
94 H 1.29 3.41 0.92
95 H -1.22 -2.85 0.39
96 H -0.82 5.11 -2.70
97 H -4.22 -0.80 -2.38
98 H -2.75 0.14 5.86
99 H -4.08 -2.12 -4.52
100 H -1.90 -1.34 -0.33
101 H -3.17 2.60 5.57
102 H -5.01 -0.80 -0.46
103 H -4.18 3.90 -3.14
104 H 4.62 1.34 -3.22
105 H 2.93 3.97 0.63
106 H -3.28 -3.35 1.59
107 H -2.35 2.12 7.02
108 H 1.95 -2.76 -0.13
109 H 5.17 1.99 -1.75
110 H -3.93 0.08 7.20
111 H 6.16 0.26 -0.48
112 H 2.03 4.75 2.04
113 H -1.48 -0.17 1.86
114 H -0.38 6.27 -1.46
115 H 2.55 -3.10 2.38
116 H 2.44 -0.60 -3.36
117 H -2.77 1.00 -4.11
118 H -0.89 -1.44 4.93
119 H 0.87 1.22 -3.59
120 H -4.06 2.52 7.20
121 H -4.41 0.43 0.81
122 H -4.53 0.87 -2.64
123 H 1.52 0.29 1.94
124 H 0.85 -1.31 -2.83
125 H 6.20 -0.22 -2.23
126 H -1.34 2.83 -1.21
127 H -0.27 0.19 -4.51
128 H 1.98 -3.43 5.45
129 H -2.27 5.30 -0.02
130 H -4.22 -2.03 0.89
131 H 3.26 -2.31 5.08
132 H 1.52 -1.73 -4.40
133 H -2.82 -1.72 1.91
134 H -2.96 5.14 -3.45

Its LUMO energy is 0.4 eV. As for the net charge: 0.


Molecular formula: CH2Cl3NO2S
Method: DFT, ωB97M-V/def2-TZVPD

Cartesian coordinates (Å):
1 Cl 1.10 -1.88 0.09
2 Cl -4.84 0.05 0.02
3 Cl -2.46 1.60 -0.10
4 S -2.31 -1.19 -0.23
5 O -2.63 -2.37 0.52
6 O -2.65 -1.18 -1.63
7 N -3.23 0.23 0.55
8 C 0.31 -0.41 -0.01
9 H 0.31 0.10 -0.96
10 H 0.15 0.13 0.90

Its LUMO energy (alpha / beta) is -1.8 / -2.6 eV. As for the net charge: 0. The relative energy (zero: lowest compared OMol25 entry of this formula, charge and spin) comes out at 419.2 kJ/mol.


Molecular formula: C18H22N4O4
Method: DFT, ωB97M-V/def2-TZVPD

Cartesian coordinates (Å):
1 O -3.75 -1.72 -0.36
2 O -1.03 0.87 -2.30
3 O -4.34 2.18 0.81
4 O -2.20 2.30 0.53
5 N -2.49 -1.53 -0.84
6 N -3.27 1.72 0.48
7 N 0.14 0.41 -0.41
8 N 2.63 -0.58 0.43
9 C 2.48 -0.02 -0.90
10 C -0.94 0.38 -1.19
11 C -6.53 0.07 -0.38
12 C 7.26 -0.40 -0.57
13 C 5.23 0.52 1.06
14 C -6.09 -1.92 1.12
15 C 6.40 1.24 0.94
16 C 1.36 1.03 -0.88
17 C 7.42 0.78 0.12
18 C -3.25 0.38 0.02
19 C 1.40 -1.24 0.83
20 C 3.79 -1.46 0.52
21 C 5.06 -0.68 0.37
22 C -2.16 -0.29 -0.62
23 C -4.23 -0.59 0.15
24 C -5.61 -0.53 0.69
25 C 0.27 -0.21 0.88
26 C 6.09 -1.13 -0.45
27 H 4.43 0.87 1.69
28 H 8.33 1.35 0.03
29 H 1.18 1.43 -1.88
30 H 1.54 -1.67 1.83
31 H 3.77 -1.92 1.52
32 H -0.67 -0.69 1.16
33 H 5.97 -2.05 -0.99
34 H -5.43 -2.34 1.87
35 H 2.24 -0.80 -1.64
36 H -6.50 -0.53 -1.29
37 H 3.42 0.46 -1.18
38 H 0.51 0.56 1.62
39 H 1.63 1.84 -0.20
40 H 6.52 2.17 1.48
41 H -7.54 0.11 -0.01
42 H 8.06 -0.77 -1.21
43 H -6.21 1.08 -0.62
44 H -7.09 -1.84 1.54
45 H -6.11 -2.59 0.27
46 H -5.60 0.15 1.55
47 H 1.12 -2.05 0.14
48 H 3.75 -2.27 -0.23

Its LUMO energy is -0.4 eV. As for the net charge: 0. The relative energy (zero: lowest compared OMol25 entry of this formula, charge and spin) comes out at 700.5 kJ/mol.


Molecular formula: C32H51BeN4OP2S
Method: DFT, ωB97M-V/def2-TZVPD

Cartesian coordinates (Å):
1 S -1.01 -0.47 2.71
2 P 2.99 -0.49 -0.81
3 P -2.85 -0.04 -0.32
4 O 0.27 1.61 1.62
5 N -0.70 -0.53 5.35
6 N -0.71 -1.42 -1.48
7 N 0.42 1.21 4.33
8 N 0.09 1.05 -1.26
9 C -4.47 -0.79 1.86
10 C 1.02 1.82 -5.81
11 C -2.95 -0.68 -2.05
12 C 4.09 1.92 -1.46
13 C -3.31 2.32 1.07
14 C 1.00 0.96 -4.71
15 C -1.83 -1.69 -2.19
16 C 3.36 -1.39 0.78
17 C 1.51 -0.67 -2.17
18 C 0.88 2.89 -3.22
19 C -3.99 -1.32 0.51
20 C 2.06 -1.94 1.40
21 C 0.53 -2.95 -2.79
22 C -3.15 -2.59 0.74
23 C 4.34 0.42 -1.75
24 C -5.21 -1.67 -0.35
25 C -1.85 -2.76 -3.09
26 C -0.37 0.15 4.25
27 C 0.85 0.63 -2.20
28 C -0.34 0.59 1.36
29 C 3.97 -0.40 1.78
30 C 0.94 3.75 -4.32
31 C 0.97 1.50 -3.41
32 C 0.48 -1.78 -2.03
33 C -4.94 1.77 -0.76
34 C -0.67 -3.47 -3.30
35 C -2.62 2.58 -1.31
36 C 5.75 0.00 -1.29
37 C 4.30 -2.55 0.45
38 C 4.27 0.17 -3.28
39 C -3.47 1.73 -0.34
40 C 0.98 3.21 -5.62
41 Be -0.64 -0.07 -0.39
42 H -2.28 2.26 1.43
43 H 3.39 0.64 -3.74
44 H -3.96 1.82 1.80
45 H -3.92 -1.11 -2.34
46 H 1.06 1.39 -6.81
47 H 4.30 -0.90 -3.51
48 H -5.10 1.31 -1.75
49 H 1.50 -3.38 -3.01
50 H -2.80 0.18 -2.72
51 H -5.75 -0.79 -0.72
52 H 3.87 -3.21 -0.32
53 H -5.91 -2.24 0.28
54 H 5.29 -2.22 0.11
55 H -3.60 3.38 1.04
56 H -2.76 2.29 -2.36
57 H 5.15 0.64 -3.74
58 H -5.25 2.82 -0.84
59 H -2.90 3.64 -1.20
60 H -1.33 -1.32 5.28
61 H 0.94 4.83 -4.17
62 H -0.40 -0.21 6.26
63 H 4.45 -3.14 1.37
64 H -1.54 2.49 -1.09
65 H 5.93 0.20 -0.22
66 H 0.96 3.88 -6.48
67 H 4.90 2.51 -1.92
68 H 4.21 -0.95 2.70
69 H -2.79 -2.99 -3.58
70 H -5.60 1.29 -0.03
71 H 2.32 -2.46 2.34
72 H 1.56 -2.66 0.73
73 H 3.26 0.40 2.03
74 H -2.30 -2.39 1.41
75 H -5.17 0.04 1.76
76 H 0.75 1.53 5.23
77 H 0.76 3.26 -2.20
78 H 4.10 2.12 -0.38
79 H 0.64 1.75 3.48
80 H -0.67 -4.35 -3.93
81 H 1.35 -1.14 1.63
82 H -3.64 -0.51 2.51
83 H -4.96 -2.32 -1.20
84 H 3.13 2.26 -1.87
85 H 5.94 -1.06 -1.49
86 H 0.97 -0.13 -4.83
87 H 4.89 0.08 1.42
88 H 2.08 -0.88 -3.09
89 H -5.01 -1.61 2.36
90 H -2.76 -3.02 -0.19
91 H -3.79 -3.34 1.22
92 H 6.48 0.59 -1.86

Its LUMO energy is -2.8 eV. As for the net charge: +1.


no.,total energy (Ha),molar mass (g mol⁻¹)
1,-3220.9204,192.081
2,-4262.8044,1070.868
3,-2023.1113,198.458
4,-1218.9660,358.398
5,-2639.6269,610.814